Below is a 13-piece molecular cluster, C60H160B3F12N10O20 overall at a distorted geometry, with properties calculated with the ωB97M-V functional and the def2-TZVPD basis.

As for the charge: +7. As for the max |F|: 3.458 eV Å⁻¹. The value obtained for the energy relative to the best compared isomer or geometry (same formula, charge and spin) is 146.7 kJ/mol.

Last column: Löwdin charge in e.
Element x y z (Å)
C1 -3.47 -0.35 -1.71  -0.13
O1 -2.70 0.66 -2.22  -0.19
C2 -1.30 0.72 -1.94  -0.15
C3 -0.74 0.79 -0.47  -0.07
N1 -1.44 1.95 0.22  0.10
H1 -1.51 2.76 -0.37  0.17
H2 -2.40 1.77 0.49  0.17
C4 -0.55 2.37 1.49  -0.02
C5 -0.52 1.23 2.53  -0.19
O2 0.18 0.04 2.17  -0.21
C6 0.34 -0.81 3.23  -0.12
H3 -3.15 -1.33 -2.07  0.09
H4 -4.51 -0.20 -2.00  0.10
H5 -3.39 -0.31 -0.63  0.08
H6 -0.96 1.61 -2.47  0.14
H7 -1.00 -0.20 -2.45  0.13
H8 0.32 1.01 -0.62  0.14
H9 -0.95 -0.04 0.20  0.12
H10 -1.10 3.20 1.93  0.14
H11 0.41 2.69 1.09  0.14
H12 -1.55 1.15 2.86  0.14
H13 0.03 1.62 3.39  0.13
H14 -0.62 -0.94 3.72  0.10
H15 1.12 -0.38 3.85  0.10
H16 0.64 -1.76 2.78  0.09
C7 -10.89 -3.04 -3.60  -0.06
O3 -11.15 -2.91 -5.03  -0.20
C8 -11.63 -4.12 -5.69  -0.17
C9 -12.30 -3.61 -7.00  -0.06
N2 -13.62 -2.97 -6.67  0.04
H17 -14.29 -3.71 -6.57  0.17
H18 -13.65 -2.63 -5.72  0.16
C10 -14.25 -1.93 -7.59  -0.03
C11 -13.38 -0.69 -7.74  -0.20
O4 -12.89 -0.24 -6.48  -0.17
C12 -11.99 0.80 -6.61  -0.11
H19 -10.20 -2.25 -3.30  0.09
H20 -10.42 -4.01 -3.42  0.08
H21 -11.77 -3.08 -2.97  0.09
H22 -12.29 -4.74 -5.08  0.13
H23 -10.82 -4.82 -5.88  0.13
H24 -12.35 -4.35 -7.80  0.14
H25 -11.71 -2.76 -7.33  0.12
H26 -15.05 -1.63 -6.90  0.15
H27 -14.54 -2.57 -8.43  0.15
H28 -13.89 0.17 -8.17  0.14
H29 -12.62 -0.88 -8.50  0.13
H30 -12.47 1.61 -7.17  0.10
H31 -11.09 0.49 -7.14  0.09
H32 -11.66 1.28 -5.69  0.10
C13 -7.48 13.38 -9.90  -0.05
O5 -8.19 12.93 -8.70  -0.19
C14 -9.50 12.56 -8.96  -0.24
C15 -10.03 11.85 -7.70  -0.06
N3 -9.14 10.67 -7.22  0.09
H33 -9.75 10.16 -6.60  0.16
H34 -8.99 10.15 -8.07  0.17
C16 -7.82 11.01 -6.47  -0.06
C17 -6.98 9.76 -6.22  -0.18
O6 -7.82 8.66 -5.72  -0.19
C18 -7.27 7.31 -5.95  -0.06
H35 -7.91 14.25 -10.39  0.10
H36 -7.43 12.62 -10.68  0.08
H37 -6.41 13.50 -9.72  0.09
H38 -9.58 11.90 -9.83  0.13
H39 -10.22 13.35 -9.19  0.14
H40 -11.08 11.56 -7.78  0.14
H41 -10.03 12.66 -6.97  0.14
H42 -8.23 11.34 -5.52  0.14
H43 -7.30 11.79 -7.02  0.13
H44 -6.19 9.99 -5.50  0.14
H45 -6.39 9.60 -7.12  0.13
H46 -7.88 6.58 -5.41  0.08
H47 -6.27 7.15 -5.55  0.09
H48 -7.42 6.92 -6.96  0.08
C19 2.07 -5.92 -13.85  -0.07
O7 1.45 -5.12 -12.82  -0.20
C20 0.80 -5.93 -11.84  -0.21
C21 0.34 -4.93 -10.79  -0.06
N4 -0.95 -4.19 -11.22  0.10
H49 -0.86 -3.89 -12.18  0.16
H50 -1.76 -4.79 -11.23  0.17
C22 -1.24 -2.88 -10.38  -0.04
C23 -2.75 -2.62 -10.30  -0.20
O8 -3.30 -2.43 -11.62  -0.20
C24 -4.71 -2.63 -11.79  -0.07
H51 2.10 -5.28 -14.73  0.10
H52 1.45 -6.72 -14.27  0.09
H53 3.05 -6.30 -13.56  0.10
H54 1.44 -6.77 -11.55  0.14
H55 -0.02 -6.48 -12.31  0.13
H56 1.15 -4.21 -10.69  0.14
H57 0.10 -5.49 -9.88  0.14
H58 -0.60 -2.08 -10.75  0.14
H59 -0.92 -3.12 -9.37  0.13
H60 -3.04 -1.79 -9.66  0.14
H61 -3.21 -3.49 -9.83  0.12
H62 -4.95 -3.67 -11.56  0.09
H63 -5.09 -2.48 -12.80  0.10
H64 -5.26 -1.92 -11.17  0.09
C25 4.98 -5.28 9.76  -0.08
O9 5.21 -6.05 8.57  -0.21
C26 6.57 -6.03 8.07  -0.18
C27 7.08 -7.35 7.50  -0.05
N5 6.71 -8.55 8.46  0.11
H65 7.39 -9.29 8.32  0.16
H66 6.63 -8.23 9.41  0.17
C28 5.34 -9.18 8.13  -0.09
C29 4.97 -10.21 9.18  -0.15
O10 6.06 -11.13 9.62  -0.19
C30 6.32 -12.11 8.61  -0.09
H67 5.64 -4.41 9.68  0.09
H68 5.15 -5.73 10.73  0.09
H69 3.95 -4.91 9.76  0.09
H70 7.26 -5.81 8.89  0.13
H71 6.68 -5.20 7.37  0.14
H72 8.17 -7.25 7.40  0.14
H73 6.76 -7.57 6.48  0.13
H74 5.54 -9.69 7.18  0.13
H75 4.63 -8.35 8.08  0.13
H76 4.11 -10.78 8.84  0.13
H77 4.80 -9.67 10.12  0.13
H78 7.16 -12.76 8.85  0.11
H79 6.57 -11.67 7.64  0.08
H80 5.42 -12.70 8.52  0.10
C31 -0.52 -9.19 13.92  -0.12
O11 -1.51 -9.85 13.22  -0.24
C32 -2.31 -10.83 13.97  -0.11
C33 -3.53 -11.22 13.11  -0.07
N6 -3.90 -10.33 11.98  0.07
H81 -4.80 -10.59 11.61  0.18
H82 -3.99 -9.38 12.30  0.17
C34 -2.93 -10.45 10.79  -0.05
C35 -3.17 -9.16 9.90  -0.23
O12 -2.93 -7.95 10.49  -0.18
C36 -1.57 -7.55 10.60  -0.06
H83 -0.99 -8.71 14.77  0.10
H84 0.04 -8.44 13.35  0.09
H85 0.24 -9.81 14.38  0.10
H86 -2.63 -10.40 14.92  0.13
H87 -1.59 -11.55 14.37  0.14
H88 -4.46 -11.23 13.69  0.14
H89 -3.42 -12.20 12.65  0.14
H90 -3.29 -11.29 10.19  0.14
H91 -1.88 -10.61 11.05  0.13
H92 -4.23 -8.98 9.73  0.14
H93 -2.69 -9.38 8.95  0.13
H94 -1.20 -7.43 9.58  0.09
H95 -0.90 -8.28 11.06  0.07
H96 -1.68 -6.67 11.24  0.11
C37 6.16 -0.20 -12.05  -0.05
O13 5.96 1.16 -11.57  -0.20
C38 6.87 1.53 -10.59  -0.20
C39 6.32 2.74 -9.74  -0.06
N7 4.84 2.71 -9.77  0.06
H97 4.56 2.47 -10.72  0.14
H98 4.50 1.96 -9.18  0.18
C40 4.16 4.02 -9.28  -0.03
C41 2.62 4.06 -9.59  -0.18
O14 2.31 3.35 -10.79  -0.22
C42 0.92 3.48 -11.32  -0.04
H99 7.20 -0.35 -12.34  0.10
H100 5.60 -0.49 -12.94  0.09
H101 5.81 -0.95 -11.35  0.09
H102 7.77 1.76 -11.17  0.14
H103 7.16 0.76 -9.88  0.13
H104 6.54 3.68 -10.25  0.13
H105 6.71 2.67 -8.72  0.14
H106 4.62 4.82 -9.86  0.13
H107 4.40 4.22 -8.24  0.14
H108 2.28 5.10 -9.59  0.13
H109 2.00 3.52 -8.88  0.12
H110 0.16 3.58 -10.55  0.08
H111 0.61 2.55 -11.80  0.08
H112 0.77 4.36 -11.95  0.09
C43 4.42 -5.03 -0.61  -0.11
O15 3.55 -5.52 0.36  -0.19
C44 3.43 -6.94 0.39  -0.16
C45 2.26 -7.41 -0.56  -0.05
N8 0.95 -6.91 0.03  0.07
H113 0.65 -7.40 0.86  0.18
H114 1.18 -5.94 0.23  0.15
C46 -0.24 -6.76 -0.92  -0.06
C47 -1.52 -6.65 -0.09  -0.21
O16 -1.42 -5.45 0.68  -0.19
C48 -2.55 -5.23 1.56  -0.07
H115 4.01 -5.34 -1.57  0.09
H116 5.46 -5.31 -0.69  0.10
H117 4.43 -3.95 -0.77  0.10
H118 3.16 -7.12 1.43  0.12
H119 4.37 -7.48 0.22  0.14
H120 2.25 -8.50 -0.49  0.13
H121 2.36 -7.12 -1.61  0.14
H122 -0.18 -7.69 -1.50  0.13
H123 -0.13 -6.00 -1.69  0.15
H124 -1.78 -7.54 0.49  0.13
H125 -2.44 -6.57 -0.67  0.13
H126 -2.89 -4.20 1.67  0.09
H127 -2.22 -5.52 2.56  0.08
H128 -3.46 -5.82 1.46  0.09
C49 5.28 4.90 2.29  -0.08
O17 5.00 6.28 2.14  -0.20
C50 6.04 7.17 2.41  -0.19
C51 5.44 8.62 2.39  -0.05
N9 4.23 8.73 3.27  0.07
H129 3.75 9.59 3.06  0.18
H130 3.59 7.97 3.09  0.16
C52 4.48 8.92 4.79  -0.05
C53 3.21 8.75 5.60  -0.24
O18 2.53 7.61 5.18  -0.18
C54 1.44 7.34 6.04  -0.07
H131 4.52 4.34 1.74  0.09
H132 5.23 4.57 3.33  0.09
H133 6.21 4.55 1.85  0.10
H134 6.97 7.10 1.84  0.14
H135 6.31 6.79 3.39  0.11
H136 5.15 8.95 1.39  0.15
H137 6.19 9.26 2.86  0.13
H138 4.87 9.94 4.83  0.14
H139 5.32 8.28 5.08  0.13
H140 2.56 9.63 5.61  0.14
H141 3.50 8.75 6.65  0.13
H142 1.79 7.45 7.06  0.09
H143 1.10 6.31 5.94  0.10
H144 0.62 8.04 5.86  0.11
C55 13.41 6.85 11.73  -0.10
O19 12.34 7.73 11.86  -0.19
C56 11.79 7.71 13.18  -0.20
C57 10.46 8.47 13.22  -0.08
N10 9.45 8.07 12.16  0.08
H145 8.78 8.82 12.25  0.17
H146 9.64 8.21 11.18  0.17
C58 8.70 6.77 12.51  -0.05
C59 7.68 6.48 11.44  -0.24
O20 8.46 6.20 10.32  -0.18
C60 7.66 5.48 9.35  -0.07
H147 13.01 5.83 11.72  0.09
H148 14.07 6.93 12.59  0.10
H149 13.89 7.13 10.79  0.11
H150 12.51 8.18 13.86  0.14
H151 11.60 6.74 13.63  0.12
H152 10.56 9.55 13.21  0.14
H153 9.99 8.29 14.19  0.14
H154 8.18 7.09 13.41  0.14
H155 9.37 5.98 12.86  0.15
H156 6.95 7.24 11.18  0.14
H157 7.04 5.65 11.74  0.13
H158 8.36 5.32 8.53  0.09
H159 6.92 6.13 8.89  0.09
H160 7.21 4.55 9.70  0.10
B1 -6.03 3.75 3.12  -1.45
F1 -5.22 4.16 4.14  0.12
F2 -5.78 2.45 2.80  0.10
F3 -7.37 3.93 3.53  0.08
F4 -5.83 4.41 1.98  0.15
B2 4.12 -1.55 -5.46  -1.46
F5 3.37 -0.90 -6.42  0.08
F6 4.51 -0.64 -4.57  0.16
F7 3.28 -2.42 -4.83  0.11
F8 5.19 -2.15 -6.10  0.11
B3 0.45 7.79 -2.85  -1.50
F9 0.39 8.72 -3.80  0.18
F10 -0.58 6.87 -2.88  0.10
F11 1.65 7.14 -3.03  0.09
F12 0.37 8.32 -1.62  0.14